This record from the OMol25 dataset describes a molecular structure, C47H61O2PRbS2Si4. The level of theory is wB97M-V/def2-TZVPD.

Atoms and positions in Å:
1 Rb -0.179 -0.058 0.174
2 O -0.484 -2.346 1.628
3 S -0.865 -3.583 2.360
4 C -2.067 -4.448 1.305
5 C -2.885 -3.540 0.402
6 C -4.012 -2.777 1.091
7 C -4.877 -2.025 0.080
8 S -4.264 -0.356 -0.294
9 O -2.781 -0.437 -0.202
10 C -4.782 0.435 1.239
11 C -6.126 0.662 1.503
12 C -6.482 1.345 2.656
13 C -5.497 1.811 3.520
14 C -4.158 1.595 3.234
15 C -3.794 0.902 2.087
16 C -1.949 -3.056 3.696
17 C -1.939 -1.714 4.039
18 C -2.701 -1.286 5.118
19 C -3.460 -2.191 5.842
20 C -3.449 -3.539 5.501
21 C -2.683 -3.977 4.432
22 H -2.685 -5.071 1.957
23 H -1.443 -5.107 0.699
24 H -3.311 -4.177 -0.381
25 H -2.216 -2.837 -0.096
26 H -3.608 -2.072 1.821
27 H -4.648 -3.470 1.649
28 H -5.907 -1.893 0.416
29 H -4.908 -2.545 -0.880
30 H -6.890 0.322 0.813
31 H -7.527 1.526 2.873
32 H -5.779 2.357 4.411
33 H -3.388 1.983 3.888
34 H -2.757 0.747 1.822
35 H -1.334 -1.022 3.464
36 H -2.694 -0.239 5.393
37 H -4.054 -1.852 6.681
38 H -4.030 -4.251 6.073
39 H -2.656 -5.031 4.184
40 C 1.491 6.101 -4.344
41 C 0.354 6.221 -3.552
42 C 0.150 5.348 -2.495
43 C 1.072 4.337 -2.212
44 C 2.204 4.228 -3.016
45 C 2.417 5.107 -4.072
46 P 0.916 3.110 -0.848
47 C -0.931 3.021 -0.829
48 C -1.568 2.478 -1.947
49 C -2.950 2.464 -2.054
50 C -3.729 2.979 -1.027
51 C -3.111 3.492 0.106
52 C -1.725 3.513 0.205
53 C 1.261 4.163 0.615
54 C 1.550 5.503 0.588
55 C 1.892 6.172 1.786
56 C 1.965 5.492 2.972
57 C 1.695 4.102 3.025
58 C 1.810 3.338 4.214
59 C 1.582 1.988 4.177
60 C 1.190 1.354 2.971
61 C 1.011 2.036 1.779
62 C 1.313 3.428 1.837
63 H 1.649 6.781 -5.173
64 H -0.373 6.996 -3.760
65 H -0.736 5.444 -1.878
66 H 2.922 3.439 -2.817
67 H 3.301 5.003 -4.689
68 H -0.966 2.072 -2.755
69 H -3.417 2.049 -2.939
70 H -4.810 2.976 -1.104
71 H -3.711 3.884 0.919
72 H -1.251 3.925 1.088
73 H 1.532 6.058 -0.342
74 H 2.111 7.233 1.756
75 H 2.245 6.012 3.883
76 H 2.104 3.833 5.134
77 H 1.710 1.406 5.086
78 H 1.068 0.266 2.979
79 C 2.745 -3.184 -4.813
80 Si 1.953 -1.812 -3.759
81 C 0.085 -2.020 -4.063
82 C 2.410 -0.190 -4.634
83 Si 2.406 -1.677 -1.474
84 Si 2.461 -3.930 -0.894
85 C 0.785 -4.743 -1.308
86 C 2.647 -4.152 0.983
87 C 3.758 -5.110 -1.632
88 Si 4.641 -1.031 -1.477
89 C 5.429 -1.336 0.220
90 C 5.834 -1.814 -2.733
91 C 4.748 0.838 -1.772
92 H 2.457 -3.078 -5.865
93 H 2.426 -4.174 -4.478
94 H 3.835 -3.151 -4.751
95 H -0.138 -2.000 -5.136
96 H -0.476 -1.213 -3.584
97 H -0.286 -2.966 -3.657
98 H 1.955 -0.143 -5.629
99 H 3.494 -0.109 -4.761
100 H 2.077 0.679 -4.060
101 H -0.038 -4.084 -1.017
102 H 0.684 -5.701 -0.784
103 H 0.691 -4.938 -2.380
104 H 1.917 -3.534 1.510
105 H 3.639 -3.845 1.324
106 H 2.501 -5.200 1.268
107 H 3.712 -5.125 -2.722
108 H 3.598 -6.131 -1.266
109 H 4.771 -4.810 -1.349
110 H 5.520 -2.407 0.424
111 H 4.823 -0.893 1.013
112 H 6.431 -0.898 0.265
113 H 5.877 -2.900 -2.615
114 H 6.845 -1.414 -2.603
115 H 5.521 -1.607 -3.760
116 H 4.143 1.373 -1.035
117 H 4.375 1.107 -2.765
118 H 5.784 1.185 -1.692

Summary:
Energy above the lowest of the compared OMol25 structures with the same formula, charge and spin (kcal/mol): 0.0
Total charge: -1
E_HOMO (eV): -3.28
Strongest force on any atom (eV/Å): 0.51

These are the Mulliken partial charges, in e, on atoms 1 to 6: Rb 1.40; O 0.00; S 0.21; C -1.02; C -0.54; C 0.10

=====

This record from the OMol25 dataset describes a molecular structure, C47H62B2CoF4N7O5PSb2. The level of theory is wB97M-V/def2-TZVPD.

Atoms and positions in Å:
1 Co 0.353 1.250 -0.002
2 C -1.366 1.979 3.692
3 C -0.945 1.451 2.373
4 N 0.161 1.769 1.789
5 O 1.077 2.503 2.401
6 B 2.379 2.465 1.644
7 F 3.413 2.849 2.398
8 F 2.528 1.109 1.180
9 O 2.272 3.279 0.414
10 N 1.253 2.859 -0.345
11 C 0.720 3.678 -1.186
12 C 1.183 5.078 -1.375
13 C -0.451 3.118 -1.865
14 N -0.814 1.974 -1.399
15 O -1.900 1.436 -1.922
16 B -2.354 0.057 -1.625
17 F -2.085 -0.751 -2.726
18 F -3.689 0.100 -1.354
19 O -1.642 -0.634 -0.455
20 N -1.068 0.166 0.478
21 C -1.728 0.531 1.537
22 C -3.088 0.060 1.877
23 C -1.187 3.809 -2.956
24 H -0.494 2.308 4.251
25 H -1.916 1.229 4.256
26 H -2.020 2.844 3.545
27 H 1.948 5.312 -0.641
28 H 0.343 5.762 -1.244
29 H 1.591 5.232 -2.375
30 H -3.445 -0.640 1.127
31 H -3.776 0.909 1.909
32 H -3.095 -0.400 2.867
33 H -0.839 4.829 -3.091
34 H -2.255 3.809 -2.736
35 H -1.057 3.259 -3.891
36 C -0.790 -4.470 0.205
37 C 0.368 -4.784 1.127
38 C 0.264 -4.004 2.434
39 Sb 0.960 -1.929 2.463
40 C 0.080 -1.406 4.351
41 C -1.196 -1.840 4.697
42 C -1.718 -1.520 5.945
43 C -0.984 -0.738 6.823
44 C 0.284 -0.294 6.472
45 C 0.818 -0.626 5.235
46 C 2.947 -2.268 3.276
47 C 3.077 -3.238 4.263
48 C 4.322 -3.487 4.824
49 C 5.431 -2.764 4.408
50 C 5.291 -1.771 3.451
51 C 4.047 -1.519 2.885
52 Sb -0.628 -3.004 -1.449
53 C -2.657 -3.436 -1.979
54 C -2.958 -3.855 -3.269
55 C -4.255 -4.243 -3.573
56 C -5.248 -4.185 -2.605
57 C -4.949 -3.736 -1.327
58 C -3.654 -3.354 -1.014
59 C 0.344 -4.227 -2.980
60 C -0.040 -5.556 -3.078
61 C 0.533 -6.352 -4.061
62 C 1.473 -5.820 -4.932
63 C 1.840 -4.486 -4.832
64 C 1.274 -3.681 -3.852
65 H -1.660 -4.183 0.796
66 H -1.072 -5.324 -0.412
67 H 1.332 -4.669 0.621
68 H 0.299 -5.841 1.404
69 H 0.861 -4.501 3.197
70 H -0.773 -3.981 2.773
71 H -1.776 -2.443 4.004
72 H -2.701 -1.878 6.231
73 H -1.404 -0.466 7.783
74 H 0.857 0.314 7.159
75 H 1.807 -0.277 4.964
76 H 2.216 -3.790 4.620
77 H 4.420 -4.245 5.590
78 H 6.400 -2.969 4.843
79 H 6.151 -1.189 3.146
80 H 3.939 -0.721 2.158
81 H -2.189 -3.902 -4.030
82 H -4.488 -4.582 -4.574
83 H -6.257 -4.489 -2.847
84 H -5.721 -3.685 -0.571
85 H -3.428 -3.001 -0.014
86 H -0.782 -5.976 -2.411
87 H 0.235 -7.389 -4.144
88 H 1.918 -6.448 -5.691
89 H 2.566 -4.070 -5.519
90 H 1.564 -2.641 -3.766
91 O 1.354 0.108 -1.473
92 P 2.298 0.298 -2.644
93 N 1.501 0.870 -3.968
94 C 0.146 0.337 -4.231
95 C 0.021 0.263 -5.756
96 C 1.471 0.183 -6.239
97 C 2.181 1.107 -5.258
98 N 2.982 -1.192 -2.922
99 C 3.209 -2.159 -1.835
100 C 4.571 -2.776 -2.133
101 C 4.630 -2.725 -3.660
102 C 3.995 -1.374 -3.979
103 N 3.542 1.365 -2.478
104 C 4.599 1.134 -1.478
105 C 5.524 2.339 -1.642
106 C 4.556 3.457 -2.043
107 C 3.604 2.741 -2.999
108 H -0.619 0.977 -3.797
109 H 0.026 -0.649 -3.774
110 H -0.443 1.172 -6.141
111 H -0.581 -0.588 -6.069
112 H 1.590 0.509 -7.270
113 H 1.841 -0.841 -6.150
114 H 2.025 2.148 -5.556
115 H 3.253 0.931 -5.179
116 H 2.430 -2.933 -1.852
117 H 3.167 -1.662 -0.868
118 H 4.660 -3.785 -1.735
119 H 5.370 -2.165 -1.708
120 H 4.032 -3.534 -4.082
121 H 5.643 -2.802 -4.048
122 H 3.530 -1.369 -4.965
123 H 4.746 -0.575 -3.944
124 H 5.109 0.186 -1.673
125 H 4.183 1.106 -0.468
126 H 6.243 2.162 -2.443
127 H 6.063 2.563 -0.724
128 H 5.061 4.295 -2.520
129 H 4.031 3.811 -1.158
130 H 4.034 2.738 -4.004
131 H 2.608 3.182 -3.056

Summary:
Multiplicity: 2
<S²>: 1.18
Total charge: +2
E_HOMO (alpha / beta) (eV): -12.60 / -12.57
Strongest force on any atom (eV/Å): 3.03

These are the Mulliken partial charges, in e, on atoms 1 to 6: Co -1.72; C -1.65; C -0.01; N 0.87; O -0.58; B 0.83

=====

This record from the OMol25 dataset describes a molecular structure, C47H62BF5NO8Rb. The level of theory is wB97M-V/def2-TZVPD.

Atoms and positions in Å:
1 Rb 1.823 -0.671 -4.128
2 C -1.522 -1.732 -4.651
3 O -0.970 -1.011 -3.551
4 C -1.736 -0.965 -2.416
5 C -2.308 0.244 -2.036
6 C -2.069 1.530 -2.809
7 C -1.276 2.494 -1.955
8 C -1.941 3.310 -1.049
9 C -1.281 4.061 -0.083
10 C 0.106 3.912 -0.036
11 C 0.812 3.118 -0.921
12 C 2.288 2.869 -0.695
13 C 2.493 1.702 0.258
14 C 2.151 1.877 1.598
15 C 2.160 0.840 2.517
16 C 2.543 -0.413 2.054
17 C 2.921 -0.637 0.740
18 C 3.258 -2.055 0.325
19 C 2.022 -2.925 0.341
20 C 1.676 -3.694 1.439
21 C 0.476 -4.406 1.492
22 C -0.370 -4.332 0.390
23 C -0.059 -3.570 -0.733
24 C -1.037 -3.368 -1.867
25 C -1.840 -2.102 -1.604
26 C -2.583 -2.010 -0.439
27 C -3.179 -0.822 -0.025
28 C -3.029 0.286 -0.842
29 C -3.857 -0.763 1.343
30 C -5.007 -1.776 1.410
31 C -2.819 -1.109 2.423
32 C -4.416 0.626 1.655
33 C 1.143 -2.855 -0.752
34 O 1.486 -2.134 -1.806
35 C 0.126 -5.192 2.756
36 C 1.183 -6.276 3.007
37 C -1.241 -5.870 2.661
38 C 0.094 -4.234 3.956
39 C 2.911 0.436 -0.162
40 O 3.242 0.199 -1.467
41 C 4.406 0.849 -1.991
42 C 1.714 1.002 3.968
43 C 0.464 0.142 4.204
44 C 1.367 2.451 4.307
45 C 2.832 0.541 4.914
46 C 0.145 2.456 -1.995
47 O 0.791 1.852 -2.939
48 C -1.994 4.969 0.915
49 C -1.692 4.508 2.349
50 C -1.506 6.416 0.748
51 C -3.511 4.955 0.728
52 H -2.243 -2.474 -4.296
53 H -2.027 -1.037 -5.328
54 H -0.693 -2.253 -5.134
55 H -1.547 1.310 -3.738
56 H -3.036 1.977 -3.060
57 H -3.024 3.345 -1.114
58 H 0.672 4.437 0.731
59 H 2.794 2.702 -1.639
60 H 2.733 3.762 -0.245
61 H 1.825 2.864 1.899
62 H 2.533 -1.265 2.727
63 H 3.703 -2.038 -0.668
64 H 3.991 -2.467 1.024
65 H 2.359 -3.729 2.282
66 H -1.310 -4.872 0.391
67 H -0.490 -3.303 -2.810
68 H -1.713 -4.229 -1.910
69 H -2.630 -2.884 0.203
70 H -3.436 1.241 -0.540
71 H -4.652 -2.791 1.226
72 H -5.477 -1.756 2.398
73 H -5.769 -1.547 0.661
74 H -2.409 -2.111 2.279
75 H -1.984 -0.407 2.388
76 H -3.272 -1.064 3.419
77 H -5.172 0.930 0.928
78 H -4.881 0.620 2.645
79 H -3.626 1.380 1.658
80 H 1.222 -6.979 2.172
81 H 2.176 -5.841 3.122
82 H 0.950 -6.835 3.919
83 H -1.281 -6.587 1.839
84 H -1.447 -6.409 3.589
85 H -2.040 -5.140 2.515
86 H 1.063 -3.756 4.111
87 H -0.642 -3.443 3.798
88 H -0.167 -4.775 4.871
89 H 4.855 1.507 -1.244
90 H 5.126 0.079 -2.279
91 H 4.131 1.436 -2.865
92 H -0.346 0.460 3.544
93 H 0.661 -0.912 4.000
94 H 0.125 0.234 5.241
95 H 0.540 2.816 3.696
96 H 1.068 2.521 5.356
97 H 2.222 3.114 4.154
98 H 3.090 -0.506 4.748
99 H 3.735 1.136 4.760
100 H 2.518 0.651 5.956
101 H -0.621 4.542 2.553
102 H -2.197 5.147 3.081
103 H -2.025 3.478 2.497
104 H -0.427 6.484 0.893
105 H -1.727 6.776 -0.259
106 H -1.993 7.079 1.472
107 H -3.923 3.954 0.877
108 H -3.980 5.624 1.456
109 H -3.793 5.291 -0.272
110 O 0.011 2.866 -5.480
111 H 0.892 3.099 -5.795
112 H 0.184 2.540 -4.569
113 O 2.983 3.238 -3.972
114 H 2.191 2.769 -3.619
115 H 3.155 2.802 -4.818
116 F 1.138 -3.252 -4.415
117 O 2.575 -4.202 -2.443
118 N 2.541 -3.148 -2.831
119 O 0.057 0.362 -7.899
120 C 0.228 0.158 -6.805
121 F 3.982 -0.067 -7.522
122 B 4.130 0.911 -6.532
123 F 4.496 0.304 -5.311
124 F 2.872 1.550 -6.318
125 F 5.081 1.864 -6.902

Summary:
Total charge: -2
E_HOMO (eV): -2.16
Strongest force on any atom (eV/Å): 0.63

These are the Mulliken partial charges, in e, on atoms 1 to 6: Rb 0.15; C -1.12; O 0.33; C -0.41; C 0.63; C -1.42

=====

This record from the OMol25 dataset describes a molecular structure, C47H62N3O5P2Tl. The level of theory is wB97M-V/def2-TZVPD.

Atoms and positions in Å:
1 Tl 0.688 -0.905 -0.013
2 O 1.084 -0.872 -2.707
3 C 0.780 -1.942 -3.323
4 C 1.703 -2.590 -4.206
5 C 1.402 -3.754 -4.876
6 C 0.146 -4.358 -4.742
7 C -0.782 -3.744 -3.917
8 C -0.509 -2.576 -3.205
9 C -1.600 -2.017 -2.406
10 N -1.490 -1.243 -1.399
11 N -2.702 -0.780 -0.901
12 C -2.568 -0.121 0.229
13 O -1.540 0.080 0.936
14 C -3.853 0.527 0.701
15 C -3.783 1.487 1.705
16 C -4.925 2.151 2.136
17 C -6.159 1.852 1.575
18 C -6.239 0.880 0.582
19 C -5.096 0.224 0.148
20 H 2.677 -2.123 -4.314
21 H 2.152 -4.211 -5.516
22 H -0.096 -5.273 -5.268
23 H -1.767 -4.191 -3.800
24 H -2.615 -2.284 -2.724
25 H -2.811 1.694 2.134
26 H -4.852 2.901 2.916
27 H -7.051 2.371 1.905
28 H -7.200 0.635 0.143
29 H -5.137 -0.524 -0.632
30 C 6.492 2.598 2.901
31 C 6.159 2.601 1.414
32 C 4.696 3.019 1.189
33 C 3.754 2.531 2.315
34 C 4.336 1.243 2.915
35 C 5.672 1.514 3.622
36 P 2.076 2.136 1.606
37 C 1.470 3.727 0.854
38 C 2.006 3.932 -0.568
39 C 1.153 4.957 -1.340
40 C 0.499 5.975 -0.394
41 C 1.439 6.273 0.772
42 C 1.594 5.026 1.666
43 C 0.934 2.025 3.084
44 C 0.710 0.548 3.470
45 C -0.077 0.455 4.772
46 C 0.722 1.026 5.957
47 C 1.736 2.090 5.511
48 C 1.217 2.906 4.328
49 H 6.254 3.584 3.315
50 H 7.561 2.437 3.063
51 H 6.327 1.599 1.007
52 H 6.823 3.275 0.868
53 H 4.357 2.618 0.231
54 H 4.640 4.109 1.119
55 H 3.700 3.291 3.102
56 H 4.462 0.518 2.107
57 H 3.642 0.785 3.619
58 H 6.246 0.585 3.673
59 H 5.483 1.824 4.654
60 H 0.404 3.486 0.738
61 H 2.011 2.977 -1.096
62 H 3.040 4.281 -0.523
63 H 0.390 4.438 -1.924
64 H 1.788 5.486 -2.056
65 H -0.439 5.573 0.001
66 H 0.245 6.890 -0.935
67 H 1.081 7.119 1.365
68 H 2.415 6.562 0.367
69 H 0.828 5.037 2.445
70 H 2.563 5.063 2.176
71 H -0.016 2.353 2.646
72 H 1.657 0.009 3.575
73 H 0.162 0.053 2.669
74 H -0.352 -0.583 4.966
75 H -1.013 1.009 4.648
76 H 1.251 0.218 6.470
77 H 0.035 1.462 6.689
78 H 2.678 1.612 5.230
79 H 1.970 2.758 6.346
80 H 1.926 3.701 4.094
81 H 0.291 3.406 4.635
82 N 0.986 -5.413 9.125
83 C 0.890 -5.096 8.021
84 C 0.770 -4.703 6.647
85 C -0.488 -4.518 6.068
86 C -0.600 -4.126 4.751
87 C 0.538 -3.900 3.950
88 C 1.798 -4.093 4.555
89 C 1.913 -4.484 5.871
90 C 0.425 -3.484 2.603
91 C 0.329 -3.121 1.426
92 H -1.375 -4.688 6.666
93 H -1.575 -3.979 4.305
94 H 2.682 -3.922 3.955
95 H 2.889 -4.629 6.318
96 C 2.757 1.919 -5.096
97 C 2.013 2.799 -4.107
98 O 0.613 2.643 -4.262
99 P -0.151 1.665 -3.144
100 O -1.445 2.687 -2.919
101 C -2.105 2.673 -1.654
102 C -2.712 4.036 -1.393
103 O -0.837 0.631 -4.187
104 C -2.086 0.766 -4.841
105 C -1.916 1.421 -6.201
106 H 3.832 2.116 -5.060
107 H 2.395 2.110 -6.108
108 H 2.580 0.868 -4.859
109 H 2.254 3.855 -4.263
110 H 2.316 2.535 -3.087
111 H -1.405 2.388 -0.858
112 H -2.890 1.916 -1.669
113 H -1.945 4.812 -1.350
114 H -3.260 4.020 -0.448
115 H -3.409 4.293 -2.193
116 H -2.776 1.342 -4.224
117 H -2.480 -0.247 -4.944
118 H -1.587 2.454 -6.084
119 H -2.862 1.402 -6.750
120 H -1.162 0.884 -6.779

Summary:
Energy above the lowest of the compared OMol25 structures with the same formula, charge and spin (kcal/mol): 1.5
Total charge: -2
E_HOMO (eV): -1.45
Strongest force on any atom (eV/Å): 0.56

These are the Mulliken partial charges, in e, on atoms 1 to 6: Tl 0.91; O -0.59; C 0.36; C -0.97; C -0.41; C -0.71